# 1
{
  "formula": "C21H63N6O6",
  "method": "the ωB97M-V functional and the def2-TZVPD basis",
  "e_tot_ev": -44000.925,
  "homo_energy_ev": -11.3,
  "relative_energy_kj_mol": 234.29,
  "charge": 1,
  "species": ["N", "H", "H", "H", "H", "C", "C", "C", "O", "C", "N", "H", "H", "H", "H", "H", "H", "H", "H", "H", "H", "H", "C", "C", "C", "O", "C", "N", "H", "H", "H", "H", "H", "H", "H", "H", "H", "H", "H", "C", "C", "C", "O", "C", "N", "H", "H", "H", "H", "H", "H", "H", "H", "H", "H", "H", "C", "C", "C", "O", "C", "N", "H", "H", "H", "H", "H", "H", "H", "H", "H", "H", "H", "C", "C", "C", "O", "C", "N", "H", "H", "H", "H", "H", "H", "H", "H", "H", "H", "H", "C", "O", "H", "H", "H", "H"],
  "xyz": [[0.38, -0.01, -0.02], [0.40, 0.22, 0.95], [1.10, -0.87, -0.21], [0.54, 0.81, -0.52], [-0.57, -0.64, -0.16], [-1.30, 1.85, -3.18], [-2.26, 2.24, -2.04], [-3.77, 2.55, -2.46], [-4.42, 2.84, -1.38], [-5.82, 2.89, -1.56], [-2.31, 1.17, -1.20], [-0.40, 1.43, -2.58], [-1.15, 2.73, -3.97], [-1.48, 0.96, -3.72], [-1.70, 2.92, -1.58], [-3.99, 1.95, -3.23], [-3.75, 3.47, -3.09], [-5.98, 3.30, -2.62], [-6.33, 3.33, -0.72], [-6.23, 1.73, -1.53], [-2.89, 0.36, -1.50], [-2.80, 1.29, -0.44], [4.32, 0.34, -3.93], [3.54, -0.07, -2.58], [4.34, 0.42, -1.40], [5.50, -0.38, -1.37], [6.59, 0.17, -0.60], [2.26, 0.63, -2.56], [4.85, 1.16, -3.97], [3.68, 0.18, -4.78], [4.98, -0.52, -3.98], [3.40, -1.19, -2.56], [3.81, 0.64, -0.34], [4.63, 1.32, -1.46], [7.03, 1.12, -0.81], [7.32, -0.63, -0.40], [6.18, 0.49, 0.42], [1.58, 0.27, -3.27], [2.62, 1.54, -2.88], [-1.91, -2.94, 2.14], [-2.78, -1.57, 2.26], [-3.58, -1.54, 3.61], [-4.76, -2.45, 3.32], [-5.45, -2.67, 4.56], [-1.85, -0.38, 2.27], [-2.80, -3.75, 2.41], [-0.95, -3.07, 2.76], [-1.67, -2.90, 1.09], [-3.38, -1.52, 1.49], [-4.06, -0.63, 3.66], [-3.05, -1.70, 4.41], [-5.93, -1.86, 4.85], [-4.88, -3.05, 5.42], [-6.00, -3.57, 4.15], [-1.31, -0.47, 3.22], [-2.60, 0.50, 2.28], [-0.99, -2.78, -4.11], [-1.00, -2.05, -2.82], [-2.32, -2.19, -2.07], [-3.31, -1.38, -2.88], [-4.68, -1.41, -2.34], [-0.03, -2.81, -1.97], [0.07, -2.75, -4.89], [-1.62, -2.23, -4.96], [-1.33, -3.96, -3.93], [-0.47, -1.17, -3.05], [-2.43, -1.97, -0.98], [-2.66, -3.06, -2.04], [-5.34, -0.82, -3.03], [-4.63, -0.89, -1.34], [-5.25, -2.39, -2.14], [0.75, -3.08, -2.59], [-0.43, -3.49, -1.49], [1.05, 1.89, 4.15], [2.00, 2.51, 3.22], [3.31, 2.97, 4.06], [4.25, 3.14, 3.14], [5.50, 3.83, 3.50], [2.42, 1.58, 2.21], [1.36, 1.11, 4.84], [0.35, 1.49, 3.58], [0.52, 2.46, 5.02], [1.58, 3.29, 2.64], [3.56, 2.15, 4.74], [3.28, 3.95, 4.58], [5.30, 4.95, 3.28], [6.66, 3.74, 3.03], [5.85, 3.75, 4.58], [2.62, 0.76, 2.55], [3.29, 1.57, 1.69], [2.91, -2.64, 0.41], [2.47, -1.79, 1.61], [3.10, -3.54, 0.72], [3.98, -2.33, 0.31], [2.45, -2.78, -0.40], [2.91, -2.01, 2.46]],
  "lowdin_charge": [0.265, 0.049, 0.154, 0.046, 0.161, -0.049, -0.403, -0.279, -0.167, -0.067, 0.064, 0.067, 0.130, 0.030, 0.100, 0.086, 0.136, 0.115, 0.072, 0.132, 0.077, 0.009, -0.012, -0.382, -0.239, -0.182, -0.074, 0.013, 0.023, 0.076, 0.076, 0.149, 0.155, 0.040, 0.071, 0.097, 0.096, 0.078, 0.093, -0.036, -0.396, -0.134, -0.204, -0.093, -0.014, 0.138, 0.093, 0.007, 0.058, 0.097, 0.070, 0.032, 0.092, 0.120, 0.108, 0.147, -0.117, -0.440, -0.130, -0.221, -0.092, 0.052, 0.155, 0.105, 0.143, 0.091, 0.119, 0.042, 0.097, 0.072, 0.112, 0.093, -0.001, -0.079, -0.368, -0.239, -0.238, -0.088, 0.071, 0.081, -0.005, 0.133, 0.125, 0.123, 0.133, 0.095, 0.135, 0.084, -0.017, 0.074, -0.031, -0.156, 0.016, 0.116, -0.018, 0.085]
}

# 2
{
  "formula": "C48H77Br16F5IN4O2",
  "method": "the ωB97M-V functional and the def2-TZVPD basis",
  "e_tot_ev": -1203440.101,
  "homo_energy_ev": -10.8,
  "charge": 1,
  "species": ["C", "C", "O", "C", "C", "N", "C", "N", "C", "C", "N", "C", "O", "C", "C", "C", "C", "C", "C", "N", "C", "C", "C", "I", "C", "C", "C", "C", "C", "C", "C", "C", "C", "C", "C", "C", "C", "C", "F", "F", "C", "F", "F", "F", "H", "H", "H", "H", "H", "H", "H", "H", "H", "H", "H", "H", "H", "H", "H", "H", "H", "H", "H", "H", "H", "H", "H", "H", "H", "H", "H", "H", "H", "H", "H", "H", "H", "H", "H", "H", "H", "H", "H", "H", "H", "H", "H", "H", "H", "Br", "C", "C", "Br", "H", "H", "H", "H", "Br", "C", "C", "Br", "H", "H", "H", "H", "Br", "C", "C", "Br", "H", "H", "H", "H", "Br", "C", "C", "Br", "H", "H", "H", "H", "Br", "C", "C", "Br", "H", "H", "H", "H", "Br", "C", "C", "Br", "H", "H", "H", "H", "Br", "C", "C", "Br", "H", "H", "H", "H", "Br", "C", "C", "Br", "H", "H", "H", "H"],
  "xyz": [[5.51, -1.02, 6.86], [5.34, -2.18, 5.82], [4.37, -1.82, 4.81], [5.04, -1.03, 3.85], [4.08, -0.67, 2.67], [3.49, 0.70, 2.75], [2.16, 0.58, 2.19], [1.20, 0.12, 2.92], [1.35, -0.33, 4.32], [0.20, 0.16, 5.29], [0.68, 0.01, 6.69], [-0.18, 0.04, 2.36], [-0.75, 1.34, 2.55], [-1.83, 1.55, 1.69], [-1.68, 2.64, 0.74], [-2.70, 3.03, -0.19], [-3.96, 2.30, -0.18], [-4.09, 1.22, 0.75], [-3.07, 0.81, 1.70], [1.85, 1.00, 0.86], [2.28, 0.02, -0.18], [1.14, -0.48, -1.12], [0.77, 0.56, -2.27], [-1.25, 0.05, -2.90], [2.24, 2.39, 0.58], [3.41, 2.93, 1.51], [2.72, 3.73, 2.67], [3.59, 4.04, 3.90], [4.36, 5.24, 4.04], [5.15, 5.52, 5.22], [5.14, 4.55, 6.28], [4.39, 3.31, 6.16], [3.59, 3.05, 4.99], [4.25, 1.68, 1.92], [5.68, 2.01, 2.51], [6.52, 2.97, 1.57], [6.90, 4.33, 2.26], [8.39, 4.74, 2.13], [9.25, 3.72, 2.41], [8.62, 5.36, 0.92], [8.66, 5.86, 3.23], [8.70, 5.27, 4.46], [7.57, 6.70, 3.28], [9.78, 6.56, 2.99], [4.75, -1.09, 7.68], [6.52, -1.11, 7.32], [5.43, 0.01, 6.43], [5.01, -3.08, 6.40], [6.33, -2.44, 5.38], [5.91, -1.59, 3.41], [5.47, -0.07, 4.26], [4.59, -0.90, 1.70], [3.22, -1.40, 2.74], [1.29, -1.46, 4.29], [2.32, -0.08, 4.79], [-0.06, 1.22, 5.06], [-0.68, -0.52, 5.20], [1.36, 0.75, 6.89], [-0.13, 0.18, 7.28], [-0.81, -0.68, 2.94], [-0.19, -0.30, 1.30], [-0.73, 3.23, 0.74], [-2.49, 3.90, -0.86], [-4.76, 2.62, -0.88], [-5.04, 0.65, 0.77], [-3.18, -0.01, 2.42], [3.11, 0.41, -0.84], [2.71, -0.88, 0.34], [0.22, -0.83, -0.60], [1.54, -1.37, -1.66], [1.46, 0.42, -3.12], [0.80, 1.58, -1.81], [2.60, 2.48, -0.48], [1.39, 3.12, 0.67], [3.99, 3.64, 0.86], [2.40, 4.72, 2.25], [1.76, 3.21, 2.94], [4.31, 5.97, 3.20], [5.72, 6.47, 5.24], [5.73, 4.78, 7.19], [4.42, 2.58, 7.03], [3.01, 2.10, 4.90], [4.47, 1.12, 0.96], [6.23, 1.03, 2.50], [5.66, 2.33, 3.57], [7.48, 2.44, 1.30], [6.01, 3.16, 0.59], [6.17, 5.12, 1.93], [6.71, 4.20, 3.36], [7.01, 7.90, -3.45], [6.95, 8.43, -1.57], [6.71, 7.24, -0.68], [4.84, 6.70, -0.72], [6.19, 9.20, -1.48], [7.93, 8.87, -1.37], [6.91, 7.50, 0.36], [7.30, 6.37, -0.95], [-3.45, -3.80, -6.41], [-3.75, -2.05, -7.21], [-3.47, -0.94, -6.23], [-4.93, -0.76, -4.95], [-4.77, -2.04, -7.59], [-3.05, -2.00, -8.05], [-3.41, 0.02, -6.74], [-2.56, -1.09, -5.65], [-5.81, -6.15, -9.54], [-6.42, -6.70, -7.78], [-7.80, -6.17, -7.48], [-7.73, -4.28, -7.01], [-5.67, -6.37, -7.07], [-6.43, -7.79, -7.81], [-8.22, -6.66, -6.61], [-8.49, -6.27, -8.32], [3.80, 1.08, 8.11], [3.06, 0.49, 9.82], [4.15, 0.28, 10.84], [5.10, -1.39, 10.53], [2.48, -0.40, 9.62], [2.39, 1.30, 10.13], [3.72, 0.18, 11.84], [4.89, 1.08, 10.85], [-13.39, -5.68, -3.76], [-11.70, -4.76, -4.06], [-10.92, -5.40, -5.17], [-10.07, -7.05, -4.58], [-11.17, -4.75, -3.11], [-11.97, -3.74, -4.32], [-10.10, -4.76, -5.48], [-11.53, -5.65, -6.04], [-5.97, 1.25, -8.11], [-7.11, -0.33, -8.13], [-8.56, 0.04, -8.27], [-9.29, 0.71, -6.59], [-6.90, -0.88, -7.22], [-6.78, -0.91, -8.99], [-9.16, -0.84, -8.51], [-8.74, 0.81, -9.01], [-2.25, -4.43, -10.70], [-1.37, -5.83, -11.72], [-2.34, -6.93, -12.10], [-2.72, -8.09, -10.59], [-0.54, -6.19, -11.12], [-0.99, -5.34, -12.62], [-1.90, -7.58, -12.86], [-3.29, -6.55, -12.46], [-9.35, -5.91, -0.32], [-10.53, -7.46, -0.37], [-11.97, -7.05, -0.51], [-12.69, -6.39, 1.18], [-10.33, -8.04, 0.54], [-10.21, -8.04, -1.23], [-12.59, -7.91, -0.76], [-12.12, -6.27, -1.24]],
  "lowdin_charge": [-0.172, -0.227, -0.160, -0.207, -0.113, 0.025, -0.200, 0.067, -0.097, -0.235, -0.007, -0.106, -0.060, -0.251, -0.011, -0.071, -0.071, -0.069, 0.001, -0.043, -0.160, -0.295, -0.604, 0.803, -0.111, -0.200, -0.101, -0.202, -0.055, -0.073, -0.060, -0.129, -0.043, -0.228, -0.106, -0.130, -0.080, -0.385, 0.118, 0.091, -0.474, 0.133, 0.108, 0.175, -0.042, 0.088, 0.019, 0.131, 0.117, 0.135, 0.113, 0.133, 0.133, 0.154, 0.113, 0.120, 0.121, 0.005, 0.078, 0.148, 0.129, 0.095, 0.110, 0.109, 0.107, 0.115, 0.137, 0.122, 0.052, 0.117, 0.051, 0.036, 0.132, 0.110, 0.128, 0.132, 0.121, 0.116, 0.108, 0.107, -0.113, 0.088, 0.146, 0.112, 0.105, 0.120, 0.111, 0.108, 0.111, 0.617, -0.690, -0.706, 0.598, 0.053, 0.063, 0.050, 0.041, 0.610, -0.684, -0.697, 0.590, 0.029, 0.058, 0.036, 0.000, 0.585, -0.678, -0.682, 0.625, 0.038, 0.063, -0.013, 0.057, 0.914, -0.598, -0.669, 0.663, 0.061, 0.065, 0.063, 0.056, 0.639, -0.674, -0.677, 0.641, 0.036, 0.062, -0.002, 0.058, 0.626, -0.715, -0.688, 0.603, -0.005, 0.062, 0.056, 0.053, 0.584, -0.692, -0.691, 0.586, 0.051, 0.057, 0.058, 0.051, 0.586, -0.691, -0.713, 0.607, 0.051, 0.043, 0.062, -0.015]
}

# 3
{
  "formula": "C3HF8NO4S2",
  "method": "the ωB97M-V functional and the def2-TZVPD basis",
  "e_tot_ev": -56214.778,
  "homo_energy_ev": -12.3,
  "charge": 0,
  "species": ["O", "S", "O", "F", "N", "S", "O", "O", "C", "F", "F", "C", "F", "F", "C", "F", "F", "F", "H"],
  "xyz": [[1.84, -2.07, 0.25], [2.55, -0.86, 0.33], [3.68, -0.97, 1.17], [2.97, -0.41, -1.11], [1.50, 0.29, 1.04], [0.61, 1.27, -0.05], [1.49, 2.03, -0.87], [-0.14, 2.18, 0.74], [-0.51, 0.29, -1.17], [0.03, -0.83, -1.64], [-0.70, 1.08, -2.23], [-1.94, -0.05, -0.61], [-2.82, 0.92, -0.81], [-2.38, -1.08, -1.36], [-2.00, -0.54, 0.88], [-2.22, 0.43, 1.73], [-3.09, -1.33, 0.97], [-0.98, -1.30, 1.22], [2.11, 0.95, 1.53]],
  "nbo_charge": [-0.885, 2.490, -0.886, -0.436, -1.030, 2.161, -0.883, -0.886, 0.435, -0.278, -0.272, 0.554, -0.274, -0.291, 0.915, -0.284, -0.307, -0.293, 0.451]
}